No. 1
Entry from the Open Molecules 2025 dataset: an isolated ion of composition C4H11N2S and charge -1 in a non-equilibrium geometry (ωB97M-V with the def2-TZVPD basis set).

Each line ends with the Mulliken charge.
Atoms and positions in Å:
N -0.406 2.937 1.730  -0.698
C 0.167 1.858 0.840  -0.397
N -0.355 0.510 0.802  -0.268
C 0.397 -0.491 0.108  -0.725
C -0.318 -1.704 -0.477  -0.584
C 0.303 -1.863 -1.853  -0.801
S -0.379 -3.291 -2.768  -0.687
H -1.524 2.873 1.715  0.253
H -0.312 2.602 2.672  0.281
H 1.298 1.747 1.051  0.291
H 0.121 2.427 -0.088  0.309
H -1.387 0.377 0.671  0.243
H 1.232 -0.918 0.782  0.205
H 1.137 -0.027 -0.544  0.428
H -0.220 -2.455 0.243  0.324
H -1.350 -1.601 -0.520  0.411
H 1.443 -2.021 -1.847  0.197
H 0.154 -0.960 -2.516  0.220

Cartesian forces (eV/Å) of the 2 atoms listed first:
N -3.0450 -1.8469 0.1891
C 1.2821 0.9080 -0.2333

Results
SMILES	NCNCCC[S-]
charge	-1
spin multiplicity	1
relative energy (zero: lowest compared OMol25 entry of this formula, charge and spin)	208.5	kJ/mol
max |F|	0.069	Eh/bohr
frontier orbital gap	0.205	Eh



No. 2
Entry from the Open Molecules 2025 dataset: an isolated ion of composition C4H11N2S and charge -1 in a non-equilibrium geometry (ωB97M-V with the def2-TZVPD basis set).

Each line ends with the Mulliken charge.
Atoms and positions in Å:
C -1.110 -2.183 -0.278  -0.771
N -0.459 -1.467 0.819  -0.329
C 0.554 -0.474 0.399  -0.947
C -0.053 0.982 0.265  -0.078
N -0.783 0.999 -0.984  -0.696
C 1.264 1.850 0.419  -0.868
S 2.301 1.739 -1.064  -0.633
H -1.550 -1.508 -1.021  0.267
H -1.906 -2.766 0.206  0.343
H -0.370 -2.850 -0.720  0.220
H -1.052 -1.175 1.576  0.252
H 1.433 -0.529 1.018  0.397
H 0.972 -0.743 -0.558  0.361
H -0.834 1.049 1.056  0.349
H -0.953 1.948 -1.332  0.228
H -0.191 0.775 -1.788  0.287
H 0.989 2.893 0.650  0.321
H 1.748 1.460 1.336  0.298

Cartesian forces (eV/Å) of the 2 atoms listed first:
C -0.2980 0.4863 1.2919
N 1.3168 -0.4465 -0.7188

Results
SMILES	CNC[C@H](N)C[S-]
charge	-1
spin multiplicity	1
relative energy (zero: lowest compared OMol25 entry of this formula, charge and spin)	116.8	kJ/mol
max |F|	0.053	Eh/bohr
frontier orbital gap	0.238	Eh



No. 3
Entry from the Open Molecules 2025 dataset: one molecule with the formula C4H11N2S (ωB97M-V with the def2-TZVPD basis set).

Each line ends with the Löwdin spin population.
Atoms and positions in Å:
C -0.328 -0.366 0.248  0.000
N 1.121 -0.478 0.414  0.000
C 1.770 -1.365 -0.532  0.000
N 1.964 -0.873 -1.894  0.000
C -0.806 1.000 0.735  0.002
C -2.318 1.085 0.826  0.115
S -2.989 2.447 1.749  0.838
H -0.611 -0.458 -0.809  0.000
H -0.789 -1.168 0.837  0.000
H 1.541 0.443 0.383  0.000
H 1.139 -2.251 -0.602  0.000
H 2.734 -1.662 -0.121  0.000
H 2.711 -0.186 -1.920  0.000
H 1.133 -0.369 -2.191  0.000
H -0.417 1.752 0.044  0.000
H -0.363 1.195 1.712  0.000
H -2.773 1.073 -0.165  0.019
H -2.719 0.181 1.287  0.025

Cartesian forces (eV/Å) of the 2 atoms listed first:
C 0.3545 0.2866 0.1024
N -0.0866 0.1970 0.1024

Results
spin multiplicity	2
relative energy (zero: lowest compared OMol25 entry of this formula, charge and spin)	15.6	kJ/mol
max |F|	0.009	Eh/bohr
⟨S²⟩	0.753
frontier orbital gap (spin up / spin down)	0.360 / 0.254	Eh



No. 4
Entry from the Open Molecules 2025 dataset: a 2-piece molecular cluster, C4H11N2S overall (ωB97M-V with the def2-TZVPD basis set).

Each line ends with the Mulliken charge.
Atoms and positions in Å:
C 0.187 -1.397 3.000  -0.303
C -0.965 -0.581 2.416  -0.545
C -0.576 1.158 -2.697  -0.942
C 1.313 0.690 -0.730  -0.825
N -1.057 -0.431 -0.636  -0.434
N -0.973 -0.873 3.657  0.006
S -0.437 1.105 -0.890  0.488
H 0.225 -2.467 2.842  0.235
H 1.136 -0.928 3.222  0.232
H -1.057 -0.638 0.383  0.370
H -0.473 0.150 -3.092  0.369
H 0.195 1.810 -3.096  0.377
H -1.551 1.564 -2.958  0.371
H 1.521 0.489 0.317  0.294
H 1.905 1.542 -1.054  0.381
H 1.540 -0.191 -1.324  0.354
H -1.430 -0.851 4.547  0.252
H -2.016 -0.508 -0.964  0.320

Cartesian forces (eV/Å) of the 2 atoms listed first:
C 0.5031 -0.4425 0.5067
C -0.4720 0.2135 0.0350

Results
charge	+1
spin multiplicity	1
relative energy (zero: lowest compared OMol25 entry of this formula, charge and spin)	389.0	kJ/mol
max |F|	0.016	Eh/bohr
frontier orbital gap	0.373	Eh